1.
Formula: C36H34N5O3PPt
Source: the Open Molecules 2025 dataset
Level of theory: ωB97M-V with the def2-TZVPD basis set

Output
**Energy above the lowest of the compared OMol25 structures with the same formula, charge and spin**: 18.5 kJ/mol
**Expectation value of S²**: 2.01
**Spin multiplicity**: 3
**Total charge**: +2
**Energy**: -63999.0410 eV

Last column: Mulliken charge in e.
Geometry (Å):
Pt 0.181 0.578 -0.200  1.906
O -1.587 -0.818 1.803  -0.450
N -0.887 -1.166 0.640  0.077
C -1.475 -2.104 0.009  -0.836
C -0.951 -2.730 -1.218  1.234
C -1.211 -4.096 -1.295  -0.753
C -0.697 -4.862 -2.330  -0.782
C 0.071 -4.256 -3.308  -0.915
C 0.299 -2.885 -3.264  -0.947
C -0.212 -2.101 -2.235  0.352
P -0.010 -0.297 -2.330  0.679
C 1.413 0.040 -3.379  0.413
C 1.266 0.072 -4.769  -0.314
C 2.367 0.306 -5.576  -0.760
C 3.617 0.513 -5.006  -0.612
C 3.769 0.487 -3.627  -0.690
C 2.669 0.253 -2.813  -0.217
C -1.456 0.318 -3.208  0.609
C -1.422 1.618 -3.719  -0.379
C -2.536 2.138 -4.356  -0.868
C -3.692 1.373 -4.473  -0.597
C -3.732 0.087 -3.959  -0.786
C -2.614 -0.443 -3.327  -0.577
H -0.900 -0.513 2.412  0.368
H -2.355 -2.538 0.477  0.487
H -1.808 -4.567 -0.524  0.469
H -0.898 -5.924 -2.368  0.428
H 0.481 -4.841 -4.120  0.467
H 0.880 -2.425 -4.052  0.465
H 0.292 -0.075 -5.219  0.531
H 2.249 0.330 -6.651  0.441
H 4.474 0.699 -5.641  0.420
H 4.742 0.652 -3.184  0.472
H 2.793 0.231 -1.738  0.148
H -0.521 2.215 -3.638  0.542
H -2.501 3.135 -4.775  0.469
H -4.560 1.778 -4.978  0.436
H -4.626 -0.513 -4.061  0.443
H -2.648 -1.458 -2.953  0.349
O -1.710 1.866 -0.489  -0.739
C -1.210 2.886 0.027  0.646
O -0.038 2.951 0.495  -0.863
C -2.087 4.130 0.081  -0.174
N -1.304 5.199 0.830  -0.077
C -2.059 5.531 2.104  -0.602
C -2.937 4.312 2.323  -0.556
C -3.363 3.934 0.903  -0.764
H -2.271 4.466 -0.937  0.408
H -1.132 6.025 0.260  0.378
H -0.393 4.754 1.031  0.315
H -2.651 6.421 1.902  0.353
H -1.341 5.747 2.890  0.365
H -3.780 4.553 2.966  0.436
H -2.372 3.507 2.796  0.241
H -4.151 4.598 0.549  0.391
H -3.713 2.910 0.808  0.365
N 6.707 -1.323 2.359  0.019
C 8.010 -1.002 2.684  0.781
C 9.094 -1.782 3.093  -1.062
C 10.268 -1.107 3.333  -0.418
C 10.370 0.294 3.175  -0.514
C 9.297 1.050 2.774  -0.752
C 8.092 0.383 2.526  0.578
N 6.871 0.892 2.119  -0.619
C 6.087 -0.147 2.035  0.008
C 4.688 -0.042 1.623  0.788
C 3.859 -1.145 1.436  -0.809
C 2.559 -0.953 1.023  -0.300
N 2.047 0.265 0.799  -0.299
C 2.842 1.341 0.988  -0.370
C 4.148 1.225 1.395  -0.546
H 6.303 -2.241 2.388  0.176
H 9.023 -2.854 3.215  0.389
H 11.139 -1.662 3.653  0.393
H 11.318 0.774 3.377  0.400
H 9.367 2.123 2.652  0.440
H 4.205 -2.157 1.592  0.327
H 1.893 -1.790 0.856  0.495
H 2.388 2.305 0.804  0.497
H 4.767 2.100 1.539  0.550

***

2.
Formula: C11H39N15O8Y
Source: the Open Molecules 2025 dataset
Level of theory: ωB97M-V with the def2-TZVPD basis set

Output
**Energy above the lowest of the compared OMol25 structures with the same formula, charge and spin**: 513.3 kJ/mol
**Total charge**: +3
**Energy**: -51801.1223 eV

Last column: Mulliken charge in e.
Geometry (Å):
Y 0.261 -0.444 -0.813  2.123
C 3.848 -0.278 -1.105  0.477
O 2.687 -0.323 -0.846  -0.400
N 4.394 -1.121 -1.954  -0.441
N 4.661 0.671 -0.719  -0.423
H 5.392 -1.178 -2.099  0.187
H 3.875 -1.760 -2.540  0.180
H 4.231 1.363 -0.122  0.213
H 5.387 0.954 -1.362  0.229
C 1.145 -3.339 1.012  0.511
O 0.900 -2.278 0.403  -0.588
N 1.924 -4.259 0.618  -0.408
N 0.828 -3.575 2.209  -0.354
H 2.146 -4.284 -0.367  0.240
H 2.141 -5.009 1.259  0.164
H 1.086 -4.362 2.786  0.237
H -0.014 -3.145 2.564  0.222
C -2.481 -0.555 1.393  0.516
O -1.474 -0.487 0.698  -0.048
N -2.640 0.276 2.309  -0.267
N -3.384 -1.581 1.336  -0.422
H -3.297 0.146 3.064  0.266
H -1.853 0.889 2.469  -0.156
H -3.395 -2.252 0.581  0.117
H -4.087 -1.565 2.062  0.194
C -2.178 0.355 -3.136  0.711
O -1.611 0.034 -2.122  -0.411
N -1.879 -0.045 -4.341  -0.445
N -3.234 1.111 -3.158  -0.456
H -1.068 -0.628 -4.490  0.171
H -2.387 0.429 -5.075  0.171
H -3.739 1.261 -4.020  0.161
H -3.532 1.536 -2.292  0.225
C -1.230 2.958 0.178  0.451
O -0.662 1.896 -0.270  -0.408
N -0.592 4.024 0.122  -0.365
N -2.290 3.087 0.908  -0.347
H -1.114 4.830 0.436  0.174
H 0.412 3.942 0.044  0.263
H -2.874 2.283 1.086  0.262
H -2.264 3.982 1.375  0.128
C -1.692 -3.597 -1.539  0.614
O -1.190 -2.567 -1.153  -0.438
N -2.383 -4.357 -0.814  -0.383
N -1.804 -3.925 -2.763  -0.456
H -2.507 -3.935 0.095  0.161
H -2.758 -5.223 -1.174  0.196
H -1.443 -3.298 -3.468  0.170
H -1.952 -4.899 -2.987  0.186
C 1.065 1.999 -3.173  0.547
O 0.970 1.060 -2.397  -0.443
N 1.460 1.858 -4.417  -0.458
N 0.711 3.227 -2.863  -0.374
H 1.131 2.641 -4.963  0.190
H 1.594 0.898 -4.702  0.252
H 0.661 3.866 -3.643  0.195
H 0.701 3.450 -1.878  0.120
C 2.622 -0.439 2.704  -1.328
C 1.223 0.250 2.596  0.358
C 0.801 1.267 3.764  -1.156
O -0.281 2.084 3.310  -0.275
C -0.861 2.962 4.295  -0.862
N 1.022 0.761 1.271  0.635
H 3.451 0.268 2.722  0.406
H 2.749 -1.039 1.803  0.130
H 2.589 -1.147 3.532  0.399
H 0.516 -0.560 2.777  -0.050
H 1.643 1.870 4.104  0.553
H 0.732 0.732 4.711  0.520
H -0.034 3.501 4.757  0.307
H -1.427 2.363 5.009  0.315
H -1.584 3.642 3.844  0.260
H 0.328 1.490 1.351  -0.112
H 1.911 1.237 1.211  0.164

***

3.
Formula: C13H25AuBrClINOP2
Source: the Open Molecules 2025 dataset
Level of theory: ωB97M-V with the def2-TZVPD basis set

Output
**Energy above the lowest of the compared OMol25 structures with the same formula, charge and spin**: 18.8 kJ/mol
**Expectation value of S²**: 2.03
**Spin multiplicity**: 3
**Total charge**: +2
**Energy**: -130342.6484 eV

Last column: Mulliken charge in e.
Geometry (Å):
C 0.006 0.920 -5.182  -1.184
C 0.006 0.976 -3.696  0.674
H 0.013 1.942 -5.594  0.369
H -0.892 0.394 -5.547  0.365
H 0.896 0.382 -5.547  0.365
O 0.013 1.936 -2.977  -0.323
I -0.015 -1.387 -2.924  0.074
Au 0.000 0.104 -0.941  0.867
P 2.276 0.219 -0.333  0.604
C 2.754 1.507 0.847  -1.090
C 2.889 -1.347 0.357  -1.073
H 3.977 -1.418 0.209  0.460
H 4.356 0.537 -1.511  0.478
H 2.368 -2.181 -0.134  0.319
H 3.115 -0.255 -2.542  0.367
H 2.272 1.334 1.815  0.308
H 2.662 -1.386 1.430  0.298
C 3.295 0.528 -1.796  -1.228
H 3.846 1.513 0.977  0.442
H 3.019 1.501 -2.222  0.341
H 2.429 2.479 0.457  0.372
P -2.273 0.254 -0.327  0.603
C -2.727 1.547 0.857  -1.088
C -3.290 0.584 -1.788  -1.226
H -2.406 -2.144 -0.135  0.320
H -4.000 -1.354 0.215  0.460
H -2.682 -1.349 1.432  0.300
C -2.910 -1.303 0.360  -1.076
H -3.123 -0.199 -2.537  0.367
H -4.350 0.609 -1.500  0.477
H -3.816 1.564 0.998  0.442
H -2.394 2.516 0.464  0.372
H -2.999 1.554 -2.210  0.341
H -2.236 1.368 1.820  0.306
Cl -0.027 -3.199 -0.766  -0.419
Br -0.053 -3.839 4.116  -0.078
C -0.023 -2.006 3.640  -0.570
C -0.008 -0.991 4.601  -0.127
C 0.012 0.333 4.180  -1.162
C 0.016 0.605 2.809  -0.637
N 0.001 -0.354 1.881  0.789
C -0.017 -1.636 2.278  -0.255
H -0.012 -1.269 5.655  0.449
H 0.025 1.175 4.871  0.438
H 0.032 1.631 2.449  0.821
H -0.027 -2.396 1.489  0.346

***

4.
Formula: C39H76Br14F9N2O4S
Source: the Open Molecules 2025 dataset
Level of theory: ωB97M-V with the def2-TZVPD basis set

Output
**Total charge**: +1
**Energy**: -1068725.8115 eV

Last column: Mulliken charge in e.
Geometry (Å):
C 2.121 -2.391 4.100  -1.053
C 1.294 -1.709 5.216  -0.653
C 0.802 -0.315 4.788  0.948
C -0.374 -0.517 3.853  -0.959
O -0.958 0.723 3.404  0.536
C -0.726 1.096 2.098  0.075
C 0.755 1.100 1.761  -1.217
O 0.920 1.772 0.527  -0.230
C 2.095 1.401 -0.183  -0.579
C 2.757 2.639 -0.792  -0.617
O 3.300 2.311 -2.044  -0.385
C 4.703 2.506 -2.180  -0.442
C 5.485 1.204 -2.055  -0.787
C -1.325 2.498 1.877  -1.567
N -2.686 2.527 2.322  0.175
C -3.557 1.625 1.652  -0.328
O -4.165 2.246 0.541  -0.593
C -5.442 1.702 0.250  -0.511
C -6.568 2.299 1.099  0.355
C -7.682 1.262 1.317  -1.363
C -7.070 3.657 0.575  0.885
C -7.502 3.584 -0.900  -1.590
C -8.307 4.064 1.409  -1.644
C -2.952 0.257 1.181  -0.516
C -3.458 -0.967 1.962  -0.537
C -3.769 -2.168 1.034  -1.105
C -5.285 -2.454 0.903  -0.336
C -5.535 -3.924 0.520  -1.619
C -6.350 -4.117 -0.749  0.837
F -7.003 -5.309 -0.771  -0.304
F -7.335 -3.153 -0.753  -0.304
C -5.572 -3.877 -2.076  0.459
F -6.474 -3.576 -3.048  -0.288
F -4.748 -2.799 -1.953  -0.229
S -4.571 -5.353 -2.728  1.381
F -3.186 -4.623 -2.392  -0.309
F -4.518 -6.020 -1.288  -0.316
F -5.907 -6.099 -3.080  -0.279
F -4.535 -4.673 -4.161  -0.299
F -3.759 -6.574 -3.298  -0.277
N -1.445 0.233 1.099  -0.226
H 3.175 -2.442 4.349  0.345
H 1.748 -3.383 3.862  0.313
H 2.032 -1.813 3.179  0.198
H 0.410 -2.327 5.375  0.326
H 1.867 -1.658 6.135  0.470
H 1.622 0.202 4.295  0.309
H 0.457 0.205 5.677  -0.965
H -1.143 -1.012 4.456  0.316
H -0.133 -1.202 3.036  0.264
H 1.141 0.081 1.653  0.741
H 1.295 1.607 2.559  0.423
H 2.819 0.907 0.465  0.349
H 1.870 0.726 -1.009  0.303
H 3.480 3.074 -0.105  0.352
H 1.961 3.376 -0.935  0.313
H 5.086 3.270 -1.504  0.339
H 4.859 2.886 -3.189  0.276
H 5.841 1.019 -1.045  0.320
H 4.913 0.375 -2.454  0.299
H 6.368 1.296 -2.688  0.260
H -1.245 2.696 0.810  0.301
H -0.694 3.218 2.387  0.656
H -2.784 2.512 3.328  -0.210
H -4.352 1.386 2.361  0.270
H -5.630 1.886 -0.805  0.390
H -5.467 0.613 0.364  -0.225
H -6.142 2.487 2.091  0.236
H -7.287 0.248 1.351  0.337
H -8.397 1.315 0.497  0.196
H -8.226 1.438 2.239  0.363
H -6.305 4.407 0.761  0.471
H -6.654 3.824 -1.540  0.246
H -8.346 4.230 -1.097  0.573
H -7.756 2.550 -1.113  0.256
H -8.479 5.134 1.354  0.429
H -8.206 3.744 2.444  0.402
H -9.180 3.551 1.008  0.286
H -3.299 0.112 0.162  0.964
H -2.663 -1.287 2.633  -0.090
H -4.357 -0.718 2.512  0.767
H -3.230 -3.048 1.379  0.558
H -3.412 -1.976 0.020  0.347
H -5.729 -2.247 1.872  0.693
H -5.659 -1.762 0.158  0.250
H -4.598 -4.468 0.478  0.525
H -6.128 -4.405 1.296  0.412
H -1.144 -0.742 1.165  0.736
H -1.118 0.550 0.182  0.830
Br -10.296 2.496 -2.436  -0.088
C -12.126 2.156 -1.867  -0.571
C -12.215 1.987 -0.374  -0.512
Br -11.556 0.247 0.196  -0.129
H -12.467 1.282 -2.410  0.365
H -12.696 3.026 -2.184  0.354
H -13.252 2.025 -0.048  0.365
H -11.638 2.731 0.165  0.254
Br 6.958 -2.047 -2.509  -0.146
C 8.730 -1.544 -3.136  0.438
C 9.733 -1.505 -2.018  -0.490
Br 9.516 0.087 -0.916  -0.179
H 8.620 -0.590 -3.639  0.118
H 9.004 -2.300 -3.867  -0.478
H 10.742 -1.445 -2.420  0.263
H 9.656 -2.358 -1.353  0.450
Br -3.802 2.882 5.465  -0.121
C -3.879 1.639 6.958  -0.687
C -2.818 0.585 6.812  -0.154
Br -3.342 -0.718 5.466  -0.059
H -4.883 1.228 6.984  0.429
H -3.711 2.240 7.849  0.403
H -2.693 0.021 7.734  0.482
H -1.860 0.998 6.506  -0.143
Br 9.822 0.629 -6.026  -0.129
C 8.322 1.238 -7.105  -0.521
C 7.125 1.554 -6.249  -0.741
Br 6.229 -0.068 -5.653  -0.120
H 8.122 0.462 -7.836  0.382
H 8.675 2.133 -7.613  0.367
H 6.379 2.105 -6.818  0.440
H 7.387 2.115 -5.358  0.338
Br 0.999 1.438 7.929  -0.124
C 1.813 3.146 7.475  -0.600
C 0.786 4.120 6.966  -0.661
Br 0.253 3.682 5.143  -0.018
H 2.586 2.938 6.743  0.362
H 2.271 3.507 8.393  0.401
H 1.200 5.124 6.920  0.386
H -0.119 4.127 7.564  0.361
Br 10.746 -3.191 -5.960  -0.042
C 9.580 -4.708 -5.600  -0.669
C 8.649 -4.974 -6.751  -0.567
Br 7.198 -3.679 -6.801  -0.129
H 9.048 -4.490 -4.679  0.289
H 10.245 -5.554 -5.441  0.402
H 8.170 -5.944 -6.636  0.358
H 9.147 -4.928 -7.714  0.371
Br 14.339 -2.223 -4.110  -0.125
C 15.235 -2.483 -5.818  -0.605
C 15.307 -1.204 -6.608  -0.551
Br 13.592 -0.763 -7.410  -0.130
H 14.693 -3.265 -6.340  0.358
H 16.234 -2.834 -5.570  0.348
H 15.998 -1.309 -7.441  0.334
H 15.599 -0.353 -6.001  0.366